No. 1
57
Properties=species:S:1:pos:R:3:forces:R:3:lowdin_charge:R:1 method="wB97M-V/def2-TZVPD" orbital_gap_ev=9.184 total_charge=+1 multiplicity=1
N 3.39137 2.35187 1.36248 0.24 -0.05 -0.09 -0.169
P 3.50720 2.58619 -0.31937 0.08 0.02 0.10 0.860
O 5.14777 2.66072 -0.44278 -0.09 -0.20 -0.18 -0.342
C 3.16904 0.74998 -0.90542 0.03 0.28 0.11 -0.482
C 4.33555 0.11887 -1.66845 -0.13 -0.28 0.11 -0.160
C 4.48360 0.47135 -3.13882 0.06 -0.19 -0.04 -0.802
O 4.73334 -0.33715 -3.96142 0.00 0.00 0.01 0.056
I 4.24873 2.51729 -3.74956 -0.04 0.16 -0.07 0.982
C 1.80731 0.71831 -1.65840 0.07 -0.16 0.21 -0.125
C 0.81855 -0.11702 -0.80086 0.22 0.57 -0.26 -0.266
C -0.63558 0.34299 -0.98484 -0.16 -0.46 0.02 -0.107
C -1.51918 0.17549 0.26764 0.11 -0.14 -0.14 -0.073
C -1.93583 1.43837 0.98654 0.05 0.09 -0.19 -0.423
F -2.70290 1.09349 2.03350 -0.19 -0.13 0.29 0.139
F -0.84109 2.06900 1.50513 0.22 0.06 0.02 0.106
C -2.75554 2.48498 0.14294 0.26 0.16 -0.05 -0.348
F -3.83167 2.86788 0.82870 -0.37 0.07 0.21 0.176
F -3.17871 1.86988 -0.97813 0.02 -0.14 -0.27 0.150
C -1.99316 3.79855 -0.21880 -0.16 -0.15 -0.09 -0.350
F -1.81729 4.48973 0.90753 0.14 0.21 0.29 0.178
F -0.78230 3.50665 -0.74010 0.10 -0.11 -0.19 0.135
C -2.71401 4.74534 -1.22664 -0.14 -0.08 -0.10 -0.548
F -1.84800 5.68099 -1.61342 -0.08 -0.02 0.08 0.189
F -3.13292 4.08349 -2.30623 0.12 0.09 0.06 0.183
F -3.75739 5.32718 -0.64589 0.09 -0.07 -0.04 0.198
C 1.40041 0.01378 0.59722 0.28 -0.48 0.14 -0.079
N 2.86958 -0.16306 0.27765 -0.33 -0.38 -0.29 0.076
H 3.39857 3.25028 1.83842 -0.28 -0.10 -0.01 0.055
H 4.15060 1.81427 1.77387 0.08 0.05 0.01 0.050
H 5.41214 3.04364 -1.29502 0.03 0.02 0.17 -0.021
H 5.29269 0.30478 -1.16966 -0.04 0.12 -0.11 0.128
H 4.19146 -0.97049 -1.70569 0.08 0.09 0.02 0.135
H 1.88732 0.25923 -2.64658 0.11 0.25 -0.02 0.128
H 1.45507 1.74716 -1.75892 -0.09 -0.10 -0.17 0.088
H 0.92059 -1.16123 -1.11657 -0.20 0.01 0.22 0.140
H -1.06618 -0.27990 -1.77139 0.02 0.14 0.02 0.128
H -0.66069 1.36151 -1.36431 0.05 0.01 0.13 0.102
H -0.98625 -0.40986 1.02179 -0.20 0.06 0.04 0.115
H -2.41727 -0.39425 0.02977 -0.01 0.17 0.02 0.132
H 1.14353 -0.79468 1.28494 -0.15 0.14 -0.07 0.129
H 1.24859 0.98579 1.05883 0.10 -0.01 -0.03 0.115
H 2.94154 -1.12401 -0.07222 0.07 -0.01 0.08 0.171
H 3.49791 -0.12872 1.07773 -0.05 0.50 0.07 0.169
C -4.04232 -5.49882 2.29998 0.02 0.01 -0.01 -0.051
C -2.78792 -5.49390 2.89698 -0.02 0.00 -0.01 -0.051
C -1.75123 -4.77158 2.33072 0.00 -0.04 0.06 0.003
C -2.00523 -4.06356 1.16842 0.04 -0.02 -0.02 -0.150
C -3.24477 -4.05540 0.55140 -0.06 0.00 -0.03 0.003
C -4.26971 -4.78422 1.13044 0.01 -0.01 0.02 -0.051
N -0.91804 -3.28471 0.56989 0.07 0.14 -0.07 -0.323
O 0.17744 -3.30153 1.10786 -0.02 0.05 0.03 0.061
O -1.15592 -2.62888 -0.43011 -0.02 -0.18 0.02 0.059
H -4.84803 -6.06414 2.74862 0.00 0.00 0.00 0.115
H -2.61550 -6.05364 3.80562 0.00 0.00 0.00 0.114
H -0.76864 -4.75634 2.77728 0.01 0.02 -0.03 0.120
H -3.40027 -3.49710 -0.35942 0.04 0.01 0.00 0.121
H -5.24638 -4.79484 0.66714 0.00 0.00 0.00 0.115


No. 2
47
Properties=species:S:1:pos:R:3:forces:R:3:lowdin_charge:R:1 method="wB97M-V/def2-TZVPD" orbital_gap_ev="5.031 / 5.025" total_charge=+3 multiplicity=1
Tc 0.36976 1.56011 -1.71796 -0.78 1.65 -0.91 0.545
C 1.53529 -0.64769 2.92461 0.02 -0.01 -0.04 -0.024
C 1.83570 -0.09377 1.52119 0.00 -0.28 0.05 -0.382
C 3.34528 0.16025 1.37505 0.04 0.01 0.12 -0.076
C 1.35422 -1.04464 0.43237 -0.02 0.22 0.40 -0.133
C 1.96190 -2.27200 0.28192 0.20 -0.25 -0.14 0.024
C 1.60810 -3.13152 -0.75670 0.17 -0.03 0.17 0.043
C 0.61258 -2.78420 -1.66168 0.09 -0.02 0.02 0.019
C -0.05522 -1.57982 -1.56396 -0.19 0.21 -0.16 -0.131
C -1.23782 -1.37353 -2.49266 -0.14 0.12 0.02 -0.348
C -1.37650 0.02904 -3.08186 0.04 -0.21 0.42 -0.102
C -2.55993 -1.80448 -1.84028 -0.03 -0.02 0.04 -0.018
C 0.32800 -0.70838 -0.49770 -0.23 0.47 0.22 -0.215
N -0.42241 0.49855 -0.27049 -0.15 0.03 0.18 -0.043
C -1.26805 0.61634 0.76842 0.46 -0.44 -0.45 -0.146
C -1.71238 -0.55738 1.47128 0.14 -0.01 -0.04 0.032
C -2.63605 -0.45329 2.46033 -0.23 0.10 0.29 0.008
C -3.16726 0.81487 2.80595 0.18 -0.07 -0.16 0.088
C -2.74060 1.98580 2.16593 -0.37 -0.19 0.49 0.066
C -1.80722 1.88057 1.18979 0.17 -0.04 -0.37 -0.181
F -1.32856 2.96930 0.63131 0.12 0.21 -0.15 0.070
H 1.84527 0.07206 3.68534 0.01 -0.04 -0.08 0.102
H 2.09254 -1.57028 3.10151 -0.08 0.03 0.01 0.097
H 0.47271 -0.85803 3.07229 0.07 0.01 -0.02 0.071
H 1.31415 0.85732 1.42567 -0.04 0.14 -0.10 0.103
H 3.91658 -0.70369 1.71898 -0.02 0.04 -0.01 0.095
H 3.64209 1.01236 1.99161 -0.02 -0.10 -0.03 0.099
H 3.64055 0.35863 0.34463 0.00 -0.04 0.06 0.015
H 2.73854 -2.56719 0.97975 -0.04 0.02 -0.11 0.140
H 2.11687 -4.08564 -0.86433 -0.08 0.11 0.06 0.143
H 0.32473 -3.48511 -2.43678 0.03 0.04 0.02 0.144
H -1.05899 -2.04458 -3.32901 0.05 -0.08 -0.08 0.146
H -1.97045 0.69825 -2.45649 -0.05 -0.02 0.00 0.050
H -1.87214 0.00488 -4.05326 0.10 0.15 -0.06 0.127
H -0.36733 0.44683 -3.35727 0.32 0.17 -0.10 0.055
H -2.83688 -1.13518 -1.01825 0.01 -0.07 -0.07 0.072
H -2.48973 -2.82326 -1.45452 -0.02 0.07 -0.02 0.103
H -3.37113 -1.78271 -2.57317 0.10 0.02 0.08 0.107
H -1.33420 -1.52587 1.16774 -0.02 0.05 -0.05 0.144
H -2.97839 -1.34392 2.97564 -0.03 0.12 -0.03 0.144
H -3.91820 0.88641 3.58584 0.03 -0.02 -0.05 0.149
H -3.12380 2.96092 2.44007 0.02 -0.04 0.04 0.155
Se 1.00305 6.04829 -0.63408 0.32 -0.05 -0.26 0.200
Sb 2.91996 5.47430 -1.77842 0.20 -0.12 -0.18 0.379
Se -0.66218 3.43190 -2.33658 0.85 -1.59 0.83 0.433
Se 2.46669 2.21823 -1.33814 -0.73 -0.35 -0.15 0.313
Se 4.85083 5.39096 -3.00364 -0.45 0.09 0.33 0.315


No. 3
46
Properties=species:S:1:pos:R:3:forces:R:3:lowdin_charge:R:1 method="wB97M-V/def2-TZVPD" orbital_gap_ev=9.238 multiplicity=1 relative_energy_kcal_mol=15.62 smiles="N#Cc1ccc(NC(=O)COC(=O)CNC(=O)C2CCCCC2)cc1"
N 1.76662 5.75391 -0.63622 -0.05 0.39 0.00 0.161
C 1.91520 4.61691 -0.63937 -0.06 0.52 0.00 -0.202
C 2.08637 3.21489 -0.64458 0.13 -0.83 0.02 -0.255
C 2.79147 2.58711 0.38302 -0.19 0.12 -0.26 -0.008
C 2.94810 1.21656 0.38618 0.08 -0.15 0.12 0.008
C 2.39614 0.45273 -0.64085 0.07 0.29 0.12 -0.213
C 1.69522 1.08298 -1.67223 0.06 -0.03 0.05 -0.019
C 1.53995 2.45098 -1.67843 0.08 0.03 0.14 -0.026
H 0.99626 2.93819 -2.47413 -0.03 0.02 -0.05 0.123
H 1.27326 0.48669 -2.46912 -0.05 -0.05 -0.08 0.120
N 2.48402 -0.93735 -0.68986 -0.27 0.23 -0.50 0.151
C 3.08574 -1.78096 0.18805 -0.14 -0.66 -0.17 -0.418
O 3.76402 -1.45958 1.13196 0.16 0.06 0.24 0.101
C 2.81303 -3.26017 -0.15381 0.45 0.13 -0.13 -0.038
H 3.40371 -3.88855 0.51339 -0.09 0.18 -0.12 0.141
H 3.06595 -3.45872 -1.20147 -0.03 -0.02 0.15 0.139
O 1.44949 -3.61130 0.09145 0.06 -0.17 0.44 0.052
C 0.53930 -3.33417 -0.82367 -0.48 -0.01 -0.23 -0.458
O 0.77252 -2.79598 -1.88398 0.00 -0.11 -0.10 0.086
C -0.86797 -3.65719 -0.34520 0.11 0.00 0.10 -0.055
N -1.52285 -2.39076 -0.10332 0.00 -0.17 -0.50 0.088
C -1.63601 -1.87833 1.15444 -0.31 0.46 0.09 -0.462
O -1.39948 -2.53995 2.13935 0.15 -0.20 0.36 0.086
C -2.06992 -0.42295 1.21253 0.13 -0.13 -0.15 -0.236
C -3.35350 -0.13122 0.43172 -0.09 0.10 0.33 -0.159
C -3.72990 1.34110 0.58316 0.06 -0.04 -0.35 -0.196
C -2.59641 2.23720 0.09153 -0.05 0.09 0.34 -0.200
C -1.31138 1.94285 0.85936 0.06 -0.04 -0.34 -0.184
C -0.92821 0.47322 0.71436 -0.07 0.15 0.33 -0.157
H -0.71781 0.26139 -0.33798 0.04 -0.03 -0.05 0.106
H -0.02055 0.26558 1.28593 0.06 -0.06 -0.06 0.124
H -1.45806 2.17537 1.91573 0.03 0.05 0.09 0.121
H -0.50100 2.57310 0.48808 0.02 0.02 0.08 0.096
H -2.42999 2.06276 -0.97447 0.00 0.03 -0.10 0.114
H -2.87001 3.28588 0.21779 0.00 0.03 -0.09 0.111
H -4.64040 1.54767 0.01746 -0.06 0.01 0.08 0.110
H -3.93222 1.55737 1.63393 -0.07 0.02 0.07 0.117
H -3.21579 -0.35191 -0.62949 -0.02 -0.04 -0.08 0.112
H -4.16086 -0.76492 0.80353 -0.02 -0.07 -0.08 0.123
H -2.24543 -0.20105 2.27000 0.03 -0.11 -0.06 0.156
H -1.62713 -1.78204 -0.89991 -0.03 0.02 0.12 0.133
H -1.40704 -4.22325 -1.10889 0.16 0.01 0.07 0.137
H -0.83308 -4.20027 0.60068 -0.06 0.03 -0.19 0.131
H 1.98330 -1.36691 -1.46565 0.14 -0.09 0.28 0.111
H 3.49195 0.73190 1.17944 0.01 -0.02 0.01 0.105
H 3.21340 3.18121 1.17953 0.03 0.03 0.05 0.124


No. 4
47
Properties=species:S:1:pos:R:3:forces:R:3:lowdin_charge:R:1 method="wB97M-V/def2-TZVPD" orbital_gap_ev=7.814 multiplicity=1 relative_energy_kcal_mol=39.39
C -2.93546 1.82672 2.31349 -0.26 -0.14 -0.09 -0.047
H -3.86689 2.18315 2.75024 0.03 -0.07 -0.06 0.100
O -1.93622 2.63073 2.89745 0.61 0.17 -0.01 -0.114
C -0.62547 2.37783 2.62472 -0.15 0.07 0.09 -0.173
C -0.20822 1.41931 1.71868 0.04 0.02 0.00 0.058
C 1.14684 1.16835 1.47043 -0.16 0.50 0.49 -0.197
C 2.09623 1.91563 2.17561 -0.20 -0.23 -0.23 -0.022
C 1.69478 2.87467 3.07609 -0.33 0.16 0.13 0.011
C 0.34608 3.13327 3.31814 0.24 -0.19 -0.23 -0.181
O 0.11698 4.09880 4.24927 0.19 -0.23 0.02 -0.030
C -1.17431 4.62223 4.48198 -0.62 0.38 0.05 -0.086
C -2.11521 3.69094 5.25557 0.50 0.15 -0.11 -0.549
O -3.31188 3.85073 5.26942 -0.39 0.22 -0.07 0.064
N -1.47758 2.72707 5.94870 0.25 -0.31 0.26 0.193
H -2.01436 2.07221 6.49094 -0.03 0.06 -0.02 0.119
H -0.47589 2.64736 5.92680 -0.05 0.00 -0.01 0.106
H -1.66734 4.92999 3.55662 0.04 -0.09 0.18 0.141
H -1.00617 5.51167 5.09895 -0.05 -0.13 -0.09 0.144
H 2.41694 3.46015 3.62302 0.07 0.08 0.06 0.124
H 3.14775 1.74182 2.00824 0.12 -0.03 -0.03 0.118
C 1.60684 0.18334 0.53283 -0.22 -0.57 -0.55 0.055
C 0.91150 -0.65271 -0.27697 1.39 0.40 0.38 -0.123
C -0.48336 -0.73282 -0.38277 -0.93 0.04 0.02 -0.213
N -1.61770 -0.86131 -0.53755 -0.08 0.01 0.01 0.181
C 1.71027 -1.57397 -1.15777 -0.12 -0.12 0.00 -0.456
O 2.92369 -1.55257 -1.16592 0.26 0.07 0.00 0.068
N 0.96915 -2.42519 -1.90218 -0.29 -0.01 -0.16 0.081
H -0.03695 -2.35013 -1.88160 0.08 0.03 0.09 0.114
C 1.54962 -3.31687 -2.87366 0.38 -0.08 -0.46 -0.115
H 1.15631 -4.32819 -2.72926 0.05 0.03 -0.04 0.134
H 2.62896 -3.32635 -2.70926 -0.15 -0.07 0.01 0.128
C 1.26363 -2.85481 -4.31452 -0.06 0.25 0.48 -0.314
H 1.69233 -1.85254 -4.44599 -0.08 -0.10 0.06 0.155
C -0.24047 -2.87269 -4.65318 0.18 0.03 -0.12 -0.132
H -0.67263 -1.87456 -4.65297 -0.06 0.00 0.06 0.115
H -0.78018 -3.48819 -3.93086 -0.06 0.00 0.05 0.114
C -0.27893 -3.53368 -6.03113 0.23 -0.09 0.06 -0.152
H -1.20244 -4.07570 -6.21892 -0.06 0.00 -0.05 0.111
C 0.93903 -4.45105 -5.95152 -0.27 -0.15 -0.20 -0.203
H 1.36468 -4.70728 -6.92232 -0.05 -0.04 0.05 0.122
O 1.91175 -3.71306 -5.24027 0.16 0.01 0.12 -0.097
H 0.69147 -5.37822 -5.41325 0.01 0.04 -0.08 0.122
H -0.13274 -2.79046 -6.81503 -0.02 -0.01 -0.04 0.115
H 2.68422 0.08314 0.44707 -0.01 -0.07 -0.08 0.129
H -0.94649 0.84518 1.18725 -0.17 0.04 0.05 0.077
H -2.79534 0.76998 2.55842 0.02 0.03 -0.01 0.104
H -2.96681 1.94809 1.22695 0.03 -0.02 0.04 0.102